{"formula": "C42H118N14O12", "method": "wB97M-V/def2-TZVPD", "e_homo_ev": [0.636, -6.392], "s2": 0.7503, "e_tot_ha": -3340.07739, "multiplicity": 2, "charge": -1, "max_force_ev_per_a": 8.34, "symbols": ["C", "C", "C", "O", "C", "N", "H", "H", "H", "H", "H", "H", "H", "H", "H", "H", "H", "C", "C", "C", "O", "C", "N", "H", "H", "H", "H", "H", "H", "H", "H", "H", "H", "H", "C", "C", "C", "O", "C", "N", "H", "H", "H", "H", "H", "H", "H", "H", "H", "H", "H", "C", "C", "C", "O", "C", "N", "H", "H", "H", "H", "H", "H", "H", "H", "H", "H", "H", "C", "C", "C", "O", "C", "N", "H", "H", "H", "H", "H", "H", "H", "H", "H", "H", "H", "C", "C", "C", "O", "C", "N", "H", "H", "H", "H", "H", "H", "H", "H", "H", "H", "H", "C", "C", "C", "O", "C", "N", "H", "H", "H", "H", "H", "H", "H", "H", "H", "H", "H", "C", "C", "C", "O", "C", "N", "H", "H", "H", "H", "H", "H", "H", "H", "H", "H", "H", "C", "C", "C", "O", "C", "N", "H", "H", "H", "H", "H", "H", "H", "H", "H", "H", "H", "C", "C", "C", "O", "C", "N", "H", "H", "H", "H", "H", "H", "H", "H", "H", "H", "H", "C", "O", "N", "N", "H", "H", "H", "H", "C", "O", "N", "N", "H", "H", "H", "H"], "coordinates": [[33.5116, 36.2802, -13.2659], [33.1318, 36.0364, -11.8167], [33.0808, 34.5062, -11.5147], [31.9237, 33.9253, -12.0568], [31.9262, 32.5273, -12.1599], [33.9769, 36.7154, -10.8780], [32.7867, 35.7847, -13.9117], [34.4754, 35.8813, -13.5820], [33.4331, 37.3564, -13.4206], [32.1418, 36.4181, -11.5669], [32.9545, 34.2736, -10.4574], [33.9621, 33.9575, -11.8469], [32.8952, 32.2507, -12.5755], [31.2438, 32.3068, -12.9808], [31.6669, 31.9991, -11.2424], [33.8673, 37.7083, -11.0272], [34.9395, 36.6319, -11.1724], [28.2313, 27.3119, -17.3400], [29.3086, 27.1507, -16.2141], [29.3696, 28.3863, -15.2403], [30.1572, 29.5361, -15.6952], [30.1193, 30.7410, -14.8545], [28.9917, 25.9106, -15.5060], [27.1864, 27.3403, -17.0312], [28.1723, 26.4426, -17.9948], [28.3932, 28.2863, -17.8010], [30.3085, 27.0887, -16.6435], [29.6797, 28.1092, -14.2327], [28.3592, 28.7878, -15.1625], [29.1156, 31.1140, -15.0582], [30.8012, 31.5807, -14.9886], [30.1574, 30.5837, -13.7766], [29.6872, 25.8861, -14.7741], [29.2079, 25.1646, -16.1516], [32.6457, 28.8360, -12.1304], [33.3428, 27.6561, -12.9270], [32.3627, 26.5590, -13.5520], [33.0031, 25.4016, -14.1973], [32.0292, 24.6401, -14.9548], [34.2163, 28.1638, -13.9862], [31.5794, 28.6095, -12.1305], [32.6968, 29.8446, -12.5405], [32.8758, 29.0373, -11.0841], [33.9569, 27.1976, -12.1520], [31.8947, 27.1682, -14.3253], [31.6422, 26.1823, -12.8260], [32.4543, 23.7074, -15.3254], [31.7823, 25.2560, -15.8196], [31.1711, 24.4461, -14.3111], [33.5820, 28.8044, -14.4416], [34.3315, 27.3430, -14.5632], [28.4397, 26.2659, -8.9069], [28.1723, 25.3083, -10.0835], [28.3068, 26.0817, -11.3594], [27.0454, 26.8353, -11.4758], [27.0254, 27.6407, -12.6619], [29.1615, 24.2241, -10.1096], [27.7418, 27.1020, -8.9516], [29.4372, 26.6866, -9.0346], [28.3394, 25.9708, -7.8624], [27.1858, 24.8504, -10.0102], [28.3640, 25.4550, -12.2494], [29.2041, 26.7002, -11.3389], [27.2370, 28.6743, -12.3882], [26.0577, 27.5036, -13.1444], [27.7475, 27.3100, -13.4084], [29.1634, 23.7107, -9.2398], [28.8670, 23.4821, -10.7284], [34.5977, 30.1326, -17.6625], [34.9194, 29.2750, -19.0050], [33.9591, 28.1036, -19.3255], [32.5406, 28.4205, -19.5289], [31.8463, 27.2912, -20.0049], [34.9329, 30.1718, -20.0803], [35.1114, 29.7158, -16.7962], [33.5433, 30.2253, -17.4021], [35.0563, 31.0971, -17.8808], [35.9194, 28.8422, -18.9744], [34.0334, 27.2921, -18.6016], [34.3923, 27.6064, -20.1934], [31.4798, 27.4750, -21.0149], [30.8851, 27.1505, -19.5106], [32.2550, 26.3055, -19.7825], [34.0935, 30.0591, -20.6307], [34.8348, 31.1545, -19.8690], [32.4505, 33.4305, -17.3243], [33.1921, 34.5059, -16.6112], [34.7578, 34.3118, -16.6032], [35.1970, 33.1781, -15.8684], [34.9463, 33.3224, -14.4854], [32.6141, 35.7685, -16.9883], [32.4926, 33.5354, -18.4084], [31.4050, 33.4298, -17.0161], [32.9173, 32.4980, -17.0070], [32.7079, 34.4151, -15.6389], [35.1299, 35.2016, -16.0954], [35.2058, 34.2898, -17.5966], [33.9164, 33.5555, -14.2149], [35.7230, 33.8911, -13.9743], [34.9802, 32.2812, -14.1648], [32.9728, 36.3681, -16.2590], [31.6292, 35.8510, -16.7806], [29.7211, 29.7408, -20.9038], [30.7271, 30.8777, -21.0539], [31.0598, 31.7649, -19.8589], [29.9623, 32.4217, -19.3533], [29.3862, 31.6824, -18.2684], [31.9572, 30.2092, -21.4635], [28.6689, 30.0254, -20.9053], [29.8411, 29.1776, -19.9783], [29.7407, 29.0807, -21.7710], [30.3431, 31.4787, -21.8782], [31.6459, 32.5375, -20.3566], [31.6050, 31.2765, -19.0513], [28.6597, 32.3616, -17.8223], [30.1519, 31.5334, -17.5070], [28.7980, 30.7733, -18.3935], [31.6397, 29.5132, -22.1229], [32.1987, 29.6474, -20.6596], [23.8965, 33.4338, -16.8099], [24.8170, 32.9784, -15.6718], [26.2121, 32.2821, -16.1349], [25.8456, 30.9177, -16.5726], [25.6446, 29.9686, -15.5820], [25.1455, 34.0850, -14.7684], [24.4678, 34.1200, -17.4352], [23.0156, 34.0136, -16.5342], [23.5839, 32.7349, -17.5857], [24.1920, 32.2974, -15.0942], [27.0472, 32.1480, -15.4474], [26.5580, 32.9390, -16.9330], [26.3991, 30.0042, -14.7962], [25.7729, 29.0278, -16.1172], [24.7054, 29.8430, -15.0432], [25.5924, 33.8737, -13.8876], [25.7696, 34.6973, -15.2739], [25.8730, 31.0177, -11.8332], [26.6124, 32.3211, -11.5618], [28.1010, 32.1663, -11.9866], [28.7718, 31.1130, -11.3063], [28.9193, 31.3985, -9.8655], [25.8991, 33.3883, -12.2926], [25.9619, 30.2568, -11.0577], [26.2650, 30.5751, -12.7489], [24.8223, 31.1002, -12.1113], [26.4993, 32.5003, -10.4926], [28.5417, 33.1632, -11.9835], [28.0902, 31.7811, -13.0062], [28.9842, 32.4783, -9.7321], [29.8230, 30.8589, -9.5821], [28.2363, 30.9642, -9.1355], [26.4328, 34.2409, -12.2016], [24.9721, 33.4809, -11.9025], [30.8890, 23.7684, -18.7922], [30.6367, 23.0936, -20.2264], [30.0654, 21.6601, -20.1703], [29.8459, 21.1145, -21.4858], [29.5124, 19.7433, -21.3708], [29.7151, 23.9554, -20.9576], [29.9370, 23.7158, -18.2639], [31.2081, 24.8022, -18.6601], [31.5393, 23.1170, -18.2084], [31.6031, 23.0249, -20.7258], [29.1038, 21.6107, -19.6594], [30.7237, 20.9642, -19.6501], [30.4142, 19.1558, -21.1981], [29.1023, 19.4414, -22.3346], [28.6913, 19.4752, -20.7059], [30.1188, 24.7831, -21.3724], [29.4336, 23.3000, -21.6727], [26.5705, 25.8006, -20.2901], [25.4984, 26.4068, -20.2333], [26.9364, 24.6369, -19.7564], [27.5475, 26.1693, -21.0254], [27.8738, 24.2737, -19.8534], [26.3690, 24.1586, -19.0712], [28.3857, 25.6072, -21.0662], [27.4016, 26.9708, -21.6224], [26.4672, 23.8336, -15.6626], [27.3268, 23.5462, -16.4243], [26.4050, 24.9124, -14.8543], [25.4056, 23.1783, -15.5479], [25.7003, 24.9457, -14.1315], [27.0716, 25.6633, -14.9629], [24.8940, 23.2436, -14.6795], [25.3783, 22.2943, -16.0358]], "lowdin_spin": [0.02, 0.02, 0.02, 0.03, 0.02, 0.00, 0.00, 0.00, 0.00, 0.01, 0.01, 0.00, 0.00, 0.00, 0.01, 0.00, 0.00, 0.00, 0.00, 0.00, 0.00, 0.00, 0.00, 0.00, 0.00, 0.00, 0.00, 0.00, 0.00, 0.00, 0.00, 0.00, 0.00, 0.00, 0.01, 0.00, 0.00, 0.00, 0.01, 0.00, 0.00, 0.00, 0.01, 0.00, 0.00, 0.00, 0.00, 0.00, 0.00, 0.00, 0.00, 0.03, 0.01, 0.01, 0.01, 0.00, 0.01, 0.01, 0.01, 0.01, 0.00, 0.00, 0.00, 0.00, 0.00, 0.00, 0.00, 0.01, 0.00, 0.00, 0.00, 0.00, 0.00, 0.00, 0.00, 0.00, 0.00, 0.00, 0.00, 0.00, 0.00, 0.00, 0.00, 0.00, 0.00, 0.00, 0.01, 0.00, 0.00, 0.01, 0.00, 0.00, 0.00, 0.00, 0.00, 0.00, 0.00, 0.00, 0.00, 0.00, 0.00, 0.01, 0.00, 0.00, 0.00, 0.00, 0.00, 0.00, 0.00, 0.00, 0.00, 0.00, 0.00, 0.00, 0.00, 0.00, 0.00, 0.00, 0.00, 0.00, 0.00, 0.01, 0.00, 0.00, 0.00, 0.00, 0.00, 0.00, 0.00, 0.00, 0.00, 0.00, 0.00, 0.00, 0.00, 0.01, 0.02, 0.05, 0.02, 0.01, 0.11, 0.01, 0.01, 0.00, 0.00, 0.03, 0.02, 0.00, 0.03, 0.02, 0.03, 0.03, 0.01, 0.01, 0.01, 0.01, 0.00, 0.01, 0.00, 0.00, 0.00, 0.00, 0.00, 0.00, 0.00, 0.00, 0.00, 0.00, 0.00, 0.00, 0.00, 0.00, 0.00, 0.00, 0.00, 0.00, 0.00, 0.00, 0.02, 0.01, 0.01, 0.01, 0.01, 0.00, 0.01, 0.00]}